{
  "formula": "C24H25KN5S",
  "method": "ωB97M-V/def2-TZVPD",
  "species": ["C", "C", "H", "N", "H", "C", "N", "C", "H", "N", "H", "H", "H", "H", "C", "C", "H", "H", "C", "C", "H", "H", "C", "C", "K", "H", "C", "C", "H", "C", "N", "H", "C", "H", "H", "N", "C", "C", "C", "C", "C", "C", "H", "H", "S", "H", "H", "C", "H", "H", "C", "H", "C", "C", "H", "H"],
  "coordinates": [[4.13213, -3.57796, -0.11131], [-3.84520, 0.56903, 0.64116], [1.92167, -5.14536, 1.89965], [2.05941, 3.17894, -3.42779], [0.76185, -0.70653, 1.93468], [-0.69051, 2.40602, -0.04351], [-0.99484, -1.59873, 1.27047], [-0.31432, -0.56227, 2.06290], [-1.57546, 4.31984, 0.37344], [-2.69739, -0.72456, -1.00039], [-2.81129, -1.16863, 2.30612], [-0.27542, -4.88104, 0.85025], [-4.48198, 1.71743, -2.46881], [-0.53861, -0.66922, 3.13386], [-4.07362, 1.11956, -1.66660], [2.31387, -4.49452, 1.12879], [-0.58683, -3.65117, -0.35706], [-2.96909, -0.18395, -2.96570], [2.89839, 4.45525, -1.64111], [1.44079, -3.75125, 0.33870], [-1.49124, 1.41430, 3.52449], [2.54303, 1.16589, -0.83458], [2.51876, 2.07995, -1.40952], [-1.27408, 1.72541, 2.51108], [0.02648, -1.04464, -1.26387], [0.18079, -2.87290, 2.48675], [3.19898, -2.86923, -0.84399], [-0.66302, 0.84479, 1.63108], [1.74297, 3.12024, -4.38698], [2.04536, 1.99536, -2.74835], [-0.35599, 1.18910, 0.37382], [2.42245, 5.21533, -3.59470], [-1.32286, 3.34288, 0.76108], [-4.06673, 0.73987, 1.68607], [-5.03955, 2.20054, -0.07856], [1.88302, -2.94261, -0.62845], [-2.45811, -1.44471, 1.30255], [2.92368, 3.26606, -0.87524], [-0.05076, -3.84940, 0.57244], [-3.00800, -0.47472, 0.27498], [-3.22939, 0.05650, -1.94037], [-4.38406, 1.38130, -0.34336], [-2.89377, -2.41670, 1.06648], [-2.08721, 3.70138, 2.73590], [1.51740, 0.60367, -3.53758], [-1.43231, -3.45419, 2.18072], [3.22298, 5.39914, -1.23312], [3.67466, -4.40696, 0.90215], [3.27544, 3.30375, 0.14763], [-0.43295, 2.64361, -1.07055], [2.46581, 4.36977, -2.92433], [5.18579, -3.48874, -0.33354], [-0.58508, -2.94922, 1.71105], [-1.60684, 2.99688, 2.06969], [4.37018, -4.98296, 1.49804], [3.51061, -2.20963, -1.64665]],
  "charge": 1,
  "orbital_gap_ev": 8.22,
  "homo_ev": -10.60,
  "e_lumo_ev": -2.3736
}

---

{
  "formula": "C31H74ClGaN7O8P2",
  "method": "ωB97M-V/def2-TZVPD",
  "species": ["H", "H", "C", "H", "H", "H", "C", "H", "H", "H", "H", "H", "N", "N", "C", "C", "C", "H", "H", "H", "C", "H", "C", "H", "H", "P", "C", "H", "H", "O", "C", "H", "C", "N", "H", "O", "H", "C", "H", "H", "O", "H", "C", "O", "C", "Cl", "N", "H", "H", "H", "C", "H", "H", "C", "H", "H", "H", "C", "H", "H", "C", "H", "C", "P", "N", "H", "C", "H", "H", "C", "H", "H", "H", "H", "H", "H", "O", "H", "H", "H", "H", "Ga", "H", "C", "H", "C", "H", "C", "H", "H", "H", "H", "C", "C", "H", "H", "H", "C", "H", "H", "H", "N", "H", "O", "O", "H", "C", "H", "H", "H", "H", "C", "H", "H", "H", "H", "C", "C", "H", "H", "N", "H", "O", "C"],
  "coordinates": [[0.21121, -5.52272, -6.36912], [-0.82494, 5.08136, -2.07947], [1.21287, 0.66305, 0.49293], [-2.72537, -2.21394, 6.37446], [-4.20771, 0.25318, 1.30789], [-6.20765, 4.15485, -4.03424], [-4.64771, 1.98680, -5.30288], [-1.14591, 9.80835, -2.28659], [-2.43259, 1.54010, -1.60287], [-3.19626, -0.19190, -2.87566], [-0.10520, -3.79108, -6.13771], [-0.65618, -6.03849, -0.85851], [-3.85902, 2.68739, -4.31527], [9.90914, 2.44714, -2.15407], [7.62157, -0.02445, 1.03637], [-0.22388, 1.11276, 0.18395], [-3.22505, -0.44186, -1.80361], [7.86000, 4.23561, -1.58700], [-4.38923, 2.30858, -6.31388], [5.73249, -0.58136, 3.74334], [-1.26989, -2.26061, 9.26008], [-0.19850, 8.52756, -4.23489], [-0.89576, 0.26703, -0.89565], [-3.98614, 1.46934, 3.08696], [-4.27272, -0.30896, -1.50550], [-2.71888, -5.01853, 0.03543], [8.55685, 2.27399, -2.16382], [2.65454, -6.74638, -3.64100], [7.90187, 3.96916, -3.33483], [8.06981, 1.16999, -2.00118], [-2.82647, -1.90412, -1.59470], [-3.37863, -2.14441, 9.73109], [-1.64770, 8.95580, -2.75045], [6.46972, -0.76593, 3.08110], [-5.59511, -3.55785, 0.75695], [0.39409, 6.23775, -3.96238], [7.99383, -2.03620, 2.45468], [10.65180, 3.67538, -2.32168], [1.39878, -0.28535, -0.02000], [8.61961, -0.02685, 1.47925], [-2.62762, -5.63982, 1.59722], [-4.71943, -1.55696, 2.56384], [-5.21925, -2.53452, 0.67576], [5.81249, 1.13255, 2.08979], [-5.15584, 0.72928, 1.56767], [-2.29691, -2.93545, 3.60878], [-1.30590, -2.40949, 7.91645], [-5.70352, 2.18431, -5.14398], [-5.38936, 1.43964, 0.76885], [1.33200, -7.83154, -4.09128], [0.47014, -4.64025, -5.78224], [6.62901, -2.85932, 3.20494], [-5.72503, -2.10489, -0.19745], [-1.14990, 6.11518, -2.12757], [-2.29711, -2.51327, 11.09071], [-6.75522, -0.41280, 0.69712], [-0.82577, 1.02499, 1.09471], [7.25532, -1.96570, 3.24770], [7.54125, 0.78580, 0.32099], [10.42272, 1.59266, -2.00782], [-0.93285, -5.04946, -0.47726], [-2.12485, 8.37921, -1.96442], [-0.42124, 6.80268, -3.25476], [-1.86616, -1.67934, 1.93430], [-4.97163, 1.42691, 2.85787], [-6.93961, -0.09276, 2.43062], [-5.78361, 3.67562, -3.15057], [7.48174, -0.96474, 0.50194], [-0.25443, -4.82281, 0.35232], [-5.60318, -1.74184, 1.94374], [11.26138, 3.89379, -1.44250], [-2.43135, 9.33804, -3.40887], [-2.79872, 0.80463, -0.05911], [3.31785, -0.16073, 3.01714], [-4.49141, 0.90862, -5.23412], [-2.69369, -3.76296, 9.89276], [-3.49608, 3.98687, -2.52765], [0.47446, -5.92710, -2.69092], [-1.91514, -5.23258, 2.10415], [6.65799, 3.17800, -2.34596], [1.73331, 1.41506, 2.44597], [-3.25726, -2.68382, 0.22198], [-6.28160, -2.33101, 2.56696], [-4.29224, 3.47345, -3.29670], [-0.25875, 2.16954, -0.10113], [6.56408, 0.17491, 2.09793], [1.53319, -4.43766, -5.91968], [-6.22326, -0.36831, 1.65356], [1.92733, 1.39472, 0.10642], [-3.42123, -2.52711, -2.27488], [-2.85688, 2.57602, -4.33976], [-2.22656, 6.11804, -2.29382], [-2.37514, -2.94968, 7.09668], [7.69470, 3.49786, -2.37314], [-3.20972, -3.24696, 7.72437], [-1.79211, -2.05252, -1.91366], [0.56619, 0.10461, 2.46249], [2.62591, -0.53700, 2.26261], [-0.47154, -2.09562, 7.44520], [-5.94463, 4.30999, -2.28446], [1.89827, -6.60834, -5.22591], [-0.71421, 8.12162, -3.47084], [11.31022, 3.62616, -3.19149], [-0.65451, -4.11467, -3.73758], [-0.39879, -2.33412, 1.47676], [-0.93794, 6.60413, -1.17519], [0.13268, -4.83488, -4.31872], [-0.38174, 0.45970, -1.84500], [-5.26565, 2.39187, 2.77801], [2.23367, -1.50001, 2.59158], [-0.75329, -0.78161, -0.63167], [1.48551, 0.45364, 1.98776], [-6.29412, 2.72421, -2.99672], [-0.79175, -4.31708, -1.27574], [9.96604, 4.50422, -2.46711], [7.78454, -1.96581, 4.20345], [1.70410, -6.80792, -4.17588], [-2.37914, 0.59663, -1.04742], [3.21626, -0.71202, 1.36039], [-0.50501, -2.86302, 0.67692], [0.74864, -5.85762, -3.66030], [-2.03322, -3.82185, 6.53929], [-0.29455, -1.79131, 9.82860], [-2.49303, -2.70108, 10.03950]],
  "charge": -1,
  "orbital_gap_ev": 5.49,
  "homo_ev": -3.60,
  "e_lumo_ev": 1.8967
}

---

{
  "formula": "C19H34FNO5S",
  "method": "ωB97M-V/def2-TZVPD",
  "species": ["H", "H", "H", "H", "F", "H", "C", "C", "H", "H", "H", "S", "C", "C", "C", "O", "O", "H", "C", "H", "C", "H", "H", "H", "C", "H", "C", "C", "O", "H", "H", "H", "C", "H", "N", "C", "H", "O", "C", "H", "H", "H", "C", "H", "H", "O", "H", "H", "H", "H", "C", "H", "H", "C", "C", "H", "H", "H", "H", "C", "C"],
  "coordinates": [[0.69860, -0.52455, -0.73450], [6.72467, 2.85098, 1.89035], [-1.11449, 0.32822, -1.31147], [1.84852, 2.72543, 2.90316], [-1.38651, -0.48389, -3.14724], [1.15256, -1.43862, 3.80531], [1.25673, -3.56274, 4.13824], [1.26046, -2.41003, 3.35534], [6.96159, 2.53726, 4.31005], [1.12207, -2.20066, -0.86954], [-6.93985, 0.60134, -4.91581], [-0.42042, 0.25912, 1.89222], [-0.79981, -1.88914, 0.06596], [-1.75170, -0.39291, -1.81590], [2.85727, 2.99984, 2.59287], [-4.44618, 0.54328, -3.90220], [4.92002, 2.01984, 1.66346], [-2.22815, 1.98826, -4.37341], [1.50771, -3.85352, 1.48729], [1.59231, -5.93133, 1.96219], [-1.71060, -1.77255, -1.16245], [5.44422, 3.73112, 2.70611], [5.31486, 1.92974, 4.45280], [2.48654, -1.22516, 0.75748], [0.63166, -1.47944, -0.22093], [-4.32914, 0.42292, -5.97037], [-5.40260, 1.57702, -3.75743], [-3.68296, 0.57282, -5.09785], [1.12274, -0.14313, 1.76082], [3.10450, 1.20358, 1.46433], [-2.34762, -0.69990, 1.05067], [-1.40478, -2.52885, -1.88041], [6.17220, 2.00182, 3.78183], [6.51684, 0.98885, 3.56957], [1.37388, -4.80076, 3.67888], [1.44743, -1.35723, 1.05389], [1.61714, -4.03420, 0.42776], [-0.65792, 1.38054, 1.03606], [5.82383, 2.72560, 2.49168], [-2.19118, 1.73175, -6.12664], [-5.86728, 1.40287, -2.78637], [-3.46038, 2.71704, -5.40562], [-6.47235, 1.58355, -4.83634], [-6.06257, 1.83896, -5.81457], [2.78948, 3.67202, 1.73672], [-0.68218, 0.41184, 3.28972], [-7.24043, 2.31935, -4.59689], [3.31941, 3.54898, 3.41513], [-1.48911, -1.78826, 2.12715], [-2.71699, -2.03509, -0.84404], [3.64603, 1.75507, 2.22724], [-4.90802, 2.55327, -3.70049], [-2.76616, -0.00537, -1.78892], [1.49601, -4.93322, 2.35793], [-1.37441, -1.11595, 1.28319], [-3.02597, -0.29309, -5.03805], [-0.77766, -2.93789, 0.34485], [1.15626, -3.45284, 5.20806], [3.74087, 1.08993, 3.09423], [1.39507, -2.55012, 1.97388], [-2.84403, 1.82823, -5.25896]],
  "orbital_gap_ev": 9.99,
  "homo_ev": -9.57,
  "e_lumo_ev": 0.4162
}

---

{
  "formula": "C5H10N2O",
  "method": "ωB97M-V/def2-TZVPD",
  "species": ["C", "H", "N", "H", "H", "H", "C", "H", "O", "N", "H", "C", "C", "H", "H", "C", "H", "H"],
  "coordinates": [[0.93632, -0.25022, -0.96792], [-1.40250, -2.03730, -0.03205], [0.31270, 2.10944, 1.02728], [-1.89756, -1.18866, 1.41777], [1.41704, 0.66440, -1.29507], [-0.14569, 2.57676, 0.25188], [-0.40179, -0.12849, 0.26293], [-0.04201, 0.50306, 2.26778], [-1.07264, 1.44060, -1.39171], [-0.70708, 0.08947, -1.11740], [0.53000, 2.65930, 1.84441], [-0.07577, 0.82059, 1.23169], [1.58755, -1.41924, -1.10059], [1.22912, -2.34839, -0.68120], [-0.30844, -2.00079, 1.32848], [-1.03955, -1.40447, 0.77726], [-1.48585, 1.34481, -2.26117], [2.56616, -1.43087, -1.56238]],
  "orbital_gap_ev": [7.25, 7.25],
  "homo_ev": [-6.42, -6.42],
  "e_lumo_ev": [0.8286, 0.8279]
}

---

> What is the formula in the second record?

C31H74ClGaN7O8P2